70
Properties=species:S:1:pos:R:3 method="wB97M-V/def2-TZVPD" spin_multiplicity=2 total_charge=-1 lumo_energy_ha="0.0798 / 0.0794" s_squared=0.763 homo_lumo_gap_ev="7.85 / 7.23"
C 1.071 0.020 -0.333
O -1.353 -1.910 -5.497
C -0.608 -4.444 -0.768
H 4.880 0.759 -1.186
C -0.180 -3.126 -0.678
H -3.880 -4.002 -0.055
S -2.253 -1.218 -4.616
P -0.710 -0.339 -0.433
H 3.063 3.820 4.288
C 1.160 -1.641 2.862
H -1.130 -4.718 3.230
O -1.956 0.287 -4.562
C -0.481 -3.857 3.137
H 0.835 -2.887 -0.957
H 4.208 -1.229 0.036
C -1.929 -4.772 -0.520
H 2.569 1.829 5.679
C -2.833 -3.769 -0.199
C -1.855 4.384 -2.994
C 0.518 3.909 -3.128
O -1.861 -1.516 -3.116
C 0.225 2.593 -2.831
H -1.525 1.493 0.906
H 0.808 0.259 5.008
C 1.546 3.354 2.843
O -3.653 -1.479 -4.805
H -2.264 -5.797 -0.614
H -3.139 -1.687 0.095
H 1.323 -5.016 3.087
H 0.927 2.176 -0.429
C 0.289 1.320 3.211
O 0.488 0.289 -2.999
H 0.095 -5.211 -1.068
O -4.388 2.919 -2.203
H 1.811 -0.785 2.745
H 1.836 -1.789 0.413
Cr -1.425 0.262 -2.674
H -0.020 2.667 1.575
C 1.080 1.381 -2.500
C 1.016 1.125 4.389
H -2.552 0.131 0.978
C 0.555 2.460 2.463
H -2.701 5.055 -3.031
C 2.056 -0.823 -0.016
H -0.358 5.838 -3.482
C -3.338 2.321 -2.319
H 1.544 4.216 -3.277
O -3.120 1.059 -2.101
N -1.033 2.213 -2.664
C 2.285 3.128 3.993
C 1.713 -2.912 2.927
C 3.837 0.578 -0.957
C -0.551 4.802 -3.232
H -2.101 -2.462 3.170
C -2.405 -2.458 -0.098
C -0.218 -1.462 2.930
H 1.739 4.229 2.235
C 0.893 -4.023 3.054
C 2.834 1.599 -1.389
C -1.499 0.410 1.064
C -1.027 -2.585 3.093
C -1.064 -2.122 -0.301
P -1.078 0.156 2.861
C 3.464 -0.509 -0.286
H 3.199 2.602 -1.137
C 2.009 2.010 4.770
H 2.787 -3.033 2.865
C -2.057 3.046 -2.699
O 2.488 1.541 -2.794
C 1.391 1.345 -0.960